{"formula": "C32H90AsF9N9O15", "method": "the ωB97M-V functional and the def2-TZVPD basis", "energy_ha": -6027.4638, "lumo_ev": [-8.76, -13.53], "s_squared": 0.7548, "total_charge": 4, "spin_multiplicity": 2, "largest_force_ev_per_a": 5.3, "species": ["C", "C", "C", "O", "C", "N", "H", "H", "H", "H", "H", "H", "H", "H", "H", "H", "H", "H", "C", "C", "C", "O", "C", "N", "H", "H", "H", "H", "H", "H", "H", "H", "H", "H", "H", "H", "C", "C", "C", "O", "C", "N", "H", "H", "H", "H", "H", "H", "H", "H", "H", "H", "H", "H", "C", "C", "C", "O", "C", "N", "H", "H", "H", "H", "H", "H", "H", "H", "H", "H", "H", "H", "C", "C", "C", "O", "C", "N", "H", "H", "H", "H", "H", "H", "H", "H", "H", "H", "H", "H", "C", "C", "C", "O", "C", "N", "H", "H", "H", "H", "H", "H", "H", "H", "H", "H", "H", "H", "C", "C", "C", "O", "C", "N", "H", "H", "H", "H", "H", "H", "H", "H", "H", "H", "H", "H", "N", "O", "O", "O", "N", "O", "O", "O", "As", "F", "F", "F", "F", "F", "F", "C", "O", "O", "C", "F", "F", "F", "C", "C", "H", "H", "H", "H", "H", "H"], "positions_angstrom": [[27.439, 13.003, 1.397], [25.988, 13.399, 1.118], [25.730, 14.957, 0.889], [24.390, 15.296, 0.606], [24.335, 16.616, 0.069], [25.569, 12.596, -0.160], [25.085, 13.197, -0.811], [26.381, 12.210, -0.620], [24.899, 11.895, 0.124], [27.468, 11.983, 1.781], [27.765, 13.523, 2.298], [28.249, 13.163, 0.686], [25.206, 13.109, 1.820], [26.430, 15.237, 0.102], [26.195, 15.448, 1.744], [24.765, 16.685, -0.930], [24.728, 17.415, 0.698], [23.263, 16.798, 0.000], [17.642, 13.911, -6.635], [18.357, 12.951, -5.648], [19.940, 13.018, -5.740], [20.669, 12.266, -4.800], [22.052, 12.103, -4.956], [17.924, 13.294, -4.219], [18.229, 12.608, -3.544], [18.335, 14.194, -4.019], [16.934, 13.434, -4.072], [17.785, 13.458, -7.617], [18.129, 14.879, -6.526], [16.561, 13.960, -6.505], [18.056, 11.916, -5.805], [20.239, 14.066, -5.723], [20.259, 12.602, -6.696], [22.408, 11.780, -3.978], [22.522, 13.057, -5.194], [22.329, 11.392, -5.735], [22.847, 13.019, 3.930], [21.398, 13.143, 3.523], [20.736, 14.557, 3.449], [20.946, 15.312, 2.199], [20.574, 16.649, 2.244], [21.333, 12.434, 2.144], [21.882, 12.874, 1.419], [21.668, 11.490, 2.276], [20.411, 12.485, 1.737], [23.521, 13.615, 3.315], [23.192, 12.006, 3.723], [23.067, 13.297, 4.961], [20.835, 12.558, 4.251], [21.174, 15.149, 4.253], [19.668, 14.449, 3.635], [21.128, 17.270, 2.949], [19.507, 16.607, 2.459], [20.690, 17.200, 1.311], [18.190, 20.635, -3.734], [16.890, 19.867, -3.747], [15.698, 20.537, -4.447], [14.626, 19.634, -4.792], [13.888, 19.228, -3.691], [17.226, 18.538, -4.376], [17.862, 17.914, -3.899], [16.445, 17.966, -4.664], [17.674, 18.861, -5.221], [18.378, 21.103, -4.700], [18.996, 20.030, -3.319], [18.133, 21.420, -2.980], [16.490, 19.596, -2.770], [16.050, 21.062, -5.335], [15.313, 21.239, -3.707], [14.435, 18.937, -2.794], [13.183, 18.441, -3.958], [13.294, 20.109, -3.450], [22.622, 15.962, -6.869], [23.605, 17.092, -6.366], [25.100, 16.947, -6.660], [25.838, 17.971, -5.936], [27.175, 17.970, -6.264], [23.177, 18.505, -6.716], [23.748, 19.295, -6.451], [23.231, 18.590, -7.721], [22.196, 18.503, -6.479], [22.741, 15.936, -7.952], [21.569, 16.049, -6.600], [22.879, 14.943, -6.582], [23.670, 16.973, -5.284], [25.221, 16.993, -7.743], [25.426, 15.940, -6.400], [27.574, 18.516, -5.409], [27.208, 18.517, -7.207], [27.702, 17.016, -6.274], [22.074, 20.198, 0.921], [23.138, 20.686, 0.012], [23.058, 20.017, -1.354], [24.194, 20.436, -2.099], [24.375, 19.554, -3.241], [22.916, 22.258, -0.219], [22.547, 22.511, -1.124], [22.356, 22.659, 0.519], [23.817, 22.682, -0.052], [22.258, 19.169, 1.227], [21.037, 20.126, 0.593], [22.108, 20.718, 1.878], [24.119, 20.656, 0.486], [22.046, 20.185, -1.722], [23.348, 18.990, -1.133], [24.338, 18.476, -3.084], [25.361, 19.650, -3.697], [23.743, 19.881, -4.066], [16.019, 14.756, -1.312], [16.832, 14.984, -0.023], [16.461, 14.152, 1.166], [17.426, 14.047, 2.231], [17.206, 13.038, 3.155], [18.296, 14.975, -0.231], [18.734, 15.397, 0.575], [18.690, 14.059, -0.387], [18.578, 15.482, -1.059], [16.075, 15.489, -2.117], [14.946, 14.709, -1.123], [16.176, 13.748, -1.697], [16.688, 16.046, 0.177], [16.185, 13.167, 0.789], [15.546, 14.519, 1.631], [16.388, 13.116, 3.871], [18.152, 12.941, 3.688], [17.091, 12.056, 2.696], [18.692, 11.353, -0.486], [18.424, 12.067, -1.499], [18.786, 11.864, 0.605], [18.873, 10.168, -0.663], [19.325, 19.885, -7.238], [18.218, 19.415, -7.005], [20.240, 19.511, -6.553], [19.473, 20.808, -8.046], [26.115, 14.102, -4.017], [27.418, 15.070, -4.640], [27.114, 12.673, -4.212], [24.817, 13.069, -3.219], [25.074, 15.566, -3.692], [25.454, 13.782, -5.626], [26.729, 14.203, -2.354], [20.391, 16.268, -2.925], [20.873, 15.296, -1.935], [18.957, 16.212, -2.925], [21.115, 17.628, -2.893], [20.665, 18.619, -3.724], [21.165, 17.991, -1.632], [22.353, 17.474, -3.364], [22.199, 14.791, -2.158], [22.096, 13.325, -1.581], [21.921, 13.375, -0.506], [21.209, 12.782, -1.910], [22.955, 12.670, -1.730], [22.823, 15.427, -1.530], [22.531, 14.722, -3.194], [20.639, 15.729, -3.839]], "mulliken_spin": [0.00, 0.00, 0.00, 0.00, 0.00, 0.00, 0.00, 0.00, 0.00, 0.00, 0.00, 0.00, 0.00, 0.00, 0.00, 0.00, 0.00, 0.00, 0.00, 0.00, -0.01, 0.00, 0.00, 0.00, 0.00, 0.00, 0.00, 0.00, 0.00, 0.00, 0.00, 0.00, 0.00, 0.00, 0.00, 0.00, 0.00, 0.00, 0.00, 0.00, 0.00, 0.00, 0.00, 0.00, 0.00, 0.00, 0.00, 0.00, 0.00, 0.00, 0.00, 0.00, 0.00, 0.00, 0.00, 0.00, 0.00, 0.00, 0.00, 0.00, -0.01, 0.00, 0.00, 0.00, 0.00, 0.00, 0.00, 0.00, 0.00, 0.00, 0.00, 0.00, 0.00, 0.00, 0.00, 0.00, 0.00, 0.00, 0.00, 0.00, 0.00, 0.00, 0.00, 0.00, 0.00, 0.00, 0.00, 0.00, 0.00, 0.00, 0.00, 0.00, 0.00, 0.00, 0.00, 0.00, 0.00, 0.00, 0.00, 0.00, 0.00, 0.00, 0.00, 0.00, 0.00, 0.00, 0.00, 0.00, 0.00, 0.00, 0.00, 0.00, 0.00, 0.00, 0.00, 0.00, 0.01, 0.00, 0.00, 0.00, 0.00, 0.00, 0.00, 0.00, 0.00, 0.00, 0.00, 0.00, 0.00, 0.00, 0.00, 0.00, 0.00, 0.00, 0.00, 0.00, 0.00, 0.00, 0.00, 0.00, 0.00, -0.14, 0.06, 0.90, 0.09, 0.00, 0.01, 0.02, 0.06, 0.00, 0.00, 0.00, 0.00, -0.01, -0.01, 0.02]}